[1]
{
  "formula": "C27H75FN12O7P4",
  "method": "the ωB97M-V functional and the def2-TZVPD basis",
  "multiplicity": 1,
  "total_energy_ev": -101305.083,
  "smiles": "CN(C)P(=O)(N(C)C)N(C)C.CN(C)P(=O)(N(C)C)N(C)C.CN(C)P(=O)(N(C)C)N(C)C.CN(C)P(=O)(N(C)C)N(C)C.O=C1OC[C@@H](F)O1",
  "total_charge": 0,
  "homo_energy_ev": -8.09,
  "elements": ["C", "N", "C", "P", "O", "N", "C", "C", "N", "C", "C", "H", "H", "H", "H", "H", "H", "H", "H", "H", "H", "H", "H", "H", "H", "H", "H", "H", "H", "C", "N", "C", "P", "O", "N", "C", "C", "N", "C", "C", "H", "H", "H", "H", "H", "H", "H", "H", "H", "H", "H", "H", "H", "H", "H", "H", "H", "H", "C", "N", "C", "P", "O", "N", "C", "C", "N", "C", "C", "H", "H", "H", "H", "H", "H", "H", "H", "H", "H", "H", "H", "H", "H", "H", "H", "H", "H", "C", "N", "C", "P", "O", "N", "C", "C", "N", "C", "C", "H", "H", "H", "H", "H", "H", "H", "H", "H", "H", "H", "H", "H", "H", "H", "H", "H", "H", "O", "C", "O", "C", "C", "F", "O", "H", "H", "H"],
  "xyz": [[7.41380, -9.20283, -17.70812], [8.82959, -9.17487, -18.02392], [9.66174, -9.71623, -16.99229], [9.48896, -8.28891, -19.30562], [10.94948, -8.21826, -19.50309], [8.63408, -8.88061, -20.67675], [7.27939, -8.41263, -20.96846], [8.99218, -10.09911, -21.35890], [8.84282, -6.72304, -19.18996], [9.04913, -5.73102, -20.26771], [8.53751, -6.06524, -17.92131], [7.03879, -8.23888, -17.34585], [7.12110, -9.91938, -16.94444], [6.79199, -9.37416, -18.58845], [9.21553, -9.63427, -15.99766], [10.59863, -9.16924, -16.84666], [9.97715, -10.75784, -17.11279], [6.53567, -9.21661, -20.90614], [6.90351, -7.79302, -20.15440], [7.18643, -7.89778, -21.92535], [9.14308, -10.18127, -22.43928], [10.00378, -10.34846, -21.02741], [8.32742, -10.93713, -21.12452], [8.94207, -6.19941, -21.24802], [8.12852, -5.14028, -20.28850], [9.93110, -5.10297, -20.16544], [7.57312, -6.37688, -17.51119], [8.55192, -4.98714, -18.04844], [9.27578, -6.37821, -17.17693], [8.16839, -6.49562, -27.61484], [6.87242, -6.44500, -26.96415], [6.74860, -5.37032, -25.94875], [5.49747, -6.98104, -27.83090], [5.03075, -6.00938, -28.84603], [5.95670, -8.47716, -28.45927], [6.78166, -9.47391, -27.73800], [5.79378, -8.66467, -29.87343], [4.37539, -7.45478, -26.65054], [4.67605, -8.25745, -25.47600], [2.94942, -7.42645, -26.98182], [8.84716, -7.25503, -27.22240], [8.71068, -5.55015, -27.70694], [7.98290, -6.67583, -28.67908], [7.61332, -5.34860, -25.28999], [5.76045, -5.52096, -25.51616], [6.72470, -4.44243, -26.52847], [7.30175, -10.03757, -28.50659], [7.40090, -9.00508, -26.97278], [6.14530, -10.11957, -27.12808], [5.77875, -7.74853, -30.46816], [6.67959, -9.18769, -30.24582], [4.85969, -9.15683, -30.16436], [5.70597, -8.15890, -25.12377], [4.11602, -8.05670, -24.56165], [4.56949, -9.29939, -25.79392], [2.61887, -6.48337, -27.40601], [2.38795, -7.52801, -26.04754], [2.68169, -8.36529, -27.47776], [14.04021, -7.17963, -22.90584], [14.24172, -8.02838, -24.09708], [15.55502, -8.04685, -24.71047], [12.90200, -8.69378, -24.91392], [13.04963, -8.86928, -26.36236], [12.72678, -10.21634, -24.14999], [13.13531, -11.46310, -24.76886], [12.64479, -10.34353, -22.66221], [11.61286, -7.75027, -24.46459], [10.34386, -8.39048, -24.12182], [11.51725, -6.39052, -25.07563], [14.09909, -7.78929, -22.00249], [13.11138, -6.61642, -22.91063], [14.85183, -6.44985, -22.89503], [16.28180, -8.05267, -23.89433], [15.67437, -7.09799, -25.24414], [15.64902, -8.89524, -25.38308], [12.65009, -12.37055, -24.40271], [12.97687, -11.51039, -25.84655], [14.21013, -11.59642, -24.59326], [13.56939, -10.76832, -22.26337], [12.63599, -9.33681, -22.24143], [11.78954, -10.85127, -22.22171], [10.28852, -8.43819, -23.03120], [9.50517, -7.79567, -24.48544], [10.32919, -9.40748, -24.51277], [11.05412, -5.81364, -24.27647], [10.81794, -6.42922, -25.91434], [12.47250, -6.07441, -25.48472], [17.87677, -11.54574, -22.29631], [18.41550, -10.18708, -22.33289], [17.98958, -9.17622, -21.36109], [19.46215, -9.71422, -23.56816], [20.11899, -8.37214, -23.50099], [20.72026, -10.88785, -23.63339], [21.63103, -10.82875, -24.78203], [21.18571, -11.61409, -22.44166], [18.63460, -9.95458, -25.01320], [18.29651, -11.28551, -25.52923], [18.53281, -8.92127, -26.02501], [17.12771, -11.64710, -23.08172], [17.43108, -11.70336, -21.31367], [18.67732, -12.27962, -22.34176], [17.12453, -9.50768, -20.78826], [17.65170, -8.26044, -21.85238], [18.79979, -8.89796, -20.68626], [21.16568, -11.31832, -25.64134], [21.84918, -9.82356, -25.15429], [22.60255, -11.24436, -24.52567], [22.09251, -12.18110, -22.63880], [21.38864, -10.90322, -21.63694], [20.42082, -12.30653, -22.09478], [18.78523, -11.36066, -26.50669], [18.73613, -12.09058, -24.94321], [17.23330, -11.46024, -25.70278], [17.54636, -9.10038, -26.46138], [19.25987, -9.03487, -26.83420], [18.53357, -7.94917, -25.53941], [15.38966, -3.75538, -23.38536], [16.48341, -4.20634, -23.30083], [17.03710, -5.02117, -24.20316], [18.24421, -5.65113, -23.66239], [18.48313, -4.84526, -22.39526], [19.58049, -4.04481, -22.54794], [17.31151, -4.15571, -22.21045], [18.00558, -6.70994, -23.65054], [18.97013, -5.45377, -24.44892], [18.74596, -5.60166, -21.65398]],
  "mulliken_charge": [-0.90, 0.41, -1.23, 0.38, -0.88, 0.69, -1.38, -1.11, 0.31, -1.01, -1.08, 0.24, 0.46, 0.22, 0.45, 0.36, 0.30, 0.35, 0.50, 0.12, 0.32, 0.25, 0.31, 0.12, 0.49, 0.33, 0.24, 0.45, 0.33, -1.21, 0.44, -1.14, 0.42, -0.85, 0.23, -0.67, -1.09, 0.34, -1.01, -1.12, 0.18, 0.47, 0.41, 0.28, 0.38, 0.34, 0.36, 0.15, 0.20, 0.36, 0.34, 0.29, 0.23, 0.36, 0.31, 0.29, 0.37, 0.35, -0.56, 0.34, -0.38, 0.13, -0.96, 0.45, -0.87, -1.03, 0.76, -1.45, -0.97, 0.28, 0.30, -0.13, -0.20, 0.25, 0.40, 0.34, 0.31, 0.13, 0.32, 0.18, 0.31, 0.38, 0.34, 0.41, 0.40, 0.12, 0.30, -0.71, 0.39, -0.64, 0.07, -0.95, 0.36, -0.92, -0.94, 0.79, -1.30, -1.07, 0.11, 0.41, 0.13, 0.39, -0.04, 0.29, 0.22, 0.29, 0.38, 0.37, 0.31, 0.25, 0.48, 0.40, 0.20, 0.50, 0.26, 0.08, -0.52, 0.70, -0.33, 0.60, 0.35, -0.33, -0.36, -0.75, 0.23, 0.32]
}


[2]
{
  "formula": "C27H75N9O15",
  "method": "the ωB97M-V functional and the def2-TZVPD basis",
  "multiplicity": 1,
  "total_energy_ev": -73329.618,
  "smiles": "COCCNCCOC.COCCNCCOC.COCCNCCOC.NC(N)=O.NC(N)=O.NC(N)=O.OCCO.OCCO.OCCO",
  "total_charge": 0,
  "homo_energy_ev": -8.54,
  "elements": ["C", "O", "C", "C", "N", "C", "C", "O", "C", "H", "H", "H", "H", "H", "H", "H", "H", "H", "H", "H", "H", "H", "H", "H", "C", "O", "C", "C", "N", "C", "C", "O", "C", "H", "H", "H", "H", "H", "H", "H", "H", "H", "H", "H", "H", "H", "H", "H", "C", "O", "C", "C", "N", "C", "C", "O", "C", "H", "H", "H", "H", "H", "H", "H", "H", "H", "H", "H", "H", "H", "H", "H", "N", "C", "N", "O", "H", "H", "H", "H", "N", "C", "N", "O", "H", "H", "H", "H", "N", "C", "N", "O", "H", "H", "H", "H", "O", "C", "C", "O", "H", "H", "H", "H", "H", "H", "O", "C", "C", "O", "H", "H", "H", "H", "H", "H", "O", "C", "C", "O", "H", "H", "H", "H", "H", "H"],
  "xyz": [[10.63577, -4.44636, -3.62584], [10.25321, -5.68227, -3.05922], [10.40502, -6.85403, -3.80355], [9.89685, -8.07778, -3.02681], [8.45176, -8.09034, -2.73364], [7.59389, -8.08846, -3.94114], [7.78636, -9.37484, -4.87490], [6.87974, -10.17587, -4.29198], [6.37887, -11.22210, -5.09246], [11.70017, -4.21792, -3.57139], [10.09372, -3.78446, -2.95045], [10.27407, -4.26686, -4.63829], [11.45106, -7.05006, -4.03908], [9.99555, -6.84709, -4.81370], [10.34712, -8.12469, -2.03528], [10.16429, -8.99371, -3.55374], [8.09779, -8.93089, -2.29973], [7.90653, -7.26380, -4.58169], [6.56125, -7.76514, -3.80995], [8.83520, -9.67086, -4.89510], [7.55387, -9.06995, -5.89524], [5.79661, -10.87387, -5.94558], [5.72728, -11.87108, -4.50735], [7.05274, -11.93852, -5.56231], [0.84625, -5.92251, -2.85691], [1.35019, -5.64724, -4.14465], [1.46725, -4.27936, -4.61252], [2.08931, -4.15337, -6.03497], [3.33745, -4.88621, -6.33746], [4.68859, -4.40563, -5.72918], [5.72884, -5.47799, -5.95364], [6.12739, -5.48461, -7.38403], [6.45301, -6.73024, -7.90659], [-0.13429, -5.44655, -2.84673], [1.45979, -5.52209, -2.04986], [0.74548, -6.94224, -2.48529], [2.22603, -3.70960, -4.07612], [0.47476, -3.86147, -4.44392], [2.12098, -3.08291, -6.23796], [1.45755, -4.44055, -6.87552], [3.53149, -4.93792, -7.32729], [4.62260, -4.31649, -4.64483], [5.03513, -3.41130, -6.01084], [5.32949, -6.44410, -5.64500], [6.57838, -5.22118, -5.32084], [5.76825, -7.57830, -7.90549], [7.45244, -6.95346, -7.53323], [6.67945, -6.56942, -8.96061], [12.86780, -8.48697, -7.09312], [12.28215, -7.27360, -6.79235], [12.01262, -6.54084, -7.95158], [11.43389, -5.13659, -7.72746], [12.24675, -3.90935, -7.48359], [13.26553, -4.24993, -6.59546], [14.18344, -2.98281, -6.49204], [14.54402, -2.39832, -7.69685], [15.18510, -1.19398, -7.70359], [12.47529, -9.12374, -7.88594], [12.85150, -9.25762, -6.32245], [13.87745, -8.29593, -7.45671], [11.27309, -7.10856, -8.51629], [12.88426, -6.30115, -8.56058], [10.76997, -5.14251, -6.86301], [10.80296, -4.79322, -8.54729], [12.67133, -3.55403, -8.32832], [13.87466, -5.10609, -6.88540], [12.98862, -4.48605, -5.56801], [15.10030, -3.29397, -5.99139], [13.76161, -2.26037, -5.79330], [16.20507, -1.53349, -7.88384], [15.30194, -0.76684, -6.70760], [14.95831, -0.47972, -8.49510], [9.78194, -0.62814, -4.87542], [10.89815, -1.24196, -4.91162], [11.13609, -1.56916, -6.11100], [11.62300, -1.37338, -3.96115], [9.20758, -0.60931, -5.70599], [9.36359, -0.38975, -3.98758], [12.09807, -1.82558, -6.28114], [10.42822, -1.27479, -6.76854], [6.99636, -9.45333, 1.02747], [6.39900, -9.80920, -0.01794], [5.10689, -9.61823, 0.14588], [6.84961, -10.40885, -0.99351], [6.53913, -9.06104, 1.83811], [7.99856, -9.50275, 0.91240], [4.66674, -10.06346, -0.64667], [4.79576, -8.97868, 0.86301], [8.71301, -4.86847, -0.74983], [8.73855, -5.72144, 0.25112], [8.78341, -6.89774, -0.18058], [8.63112, -5.46949, 1.45294], [8.50604, -3.89496, -0.57796], [8.85801, -5.15022, -1.70883], [8.73905, -7.62272, 0.52123], [9.00126, -7.01818, -1.15942], [11.86828, -11.71716, -6.37152], [11.85727, -11.67716, -5.00096], [10.72952, -12.68182, -4.46299], [10.85555, -13.85128, -5.18564], [11.53149, -12.59616, -6.56000], [12.87290, -11.91571, -4.68522], [11.78910, -10.66069, -4.61334], [9.69218, -12.36552, -4.57238], [10.94879, -12.88584, -3.41494], [10.42413, -14.54081, -4.67571], [2.70323, -7.86594, -6.22669], [3.47829, -8.67498, -5.37339], [3.24553, -8.11699, -3.92189], [3.70455, -6.77971, -3.85894], [2.94754, -6.97448, -5.96744], [3.39927, -9.76153, -5.40914], [4.54415, -8.59155, -5.58570], [3.68679, -8.81225, -3.20775], [2.16981, -8.17295, -3.75518], [2.90747, -6.24542, -3.88705], [13.62298, -1.64601, -1.92009], [14.14453, -3.02595, -1.59220], [14.96920, -3.59459, -2.83962], [15.42936, -4.84793, -2.45426], [12.84347, -1.72411, -2.47494], [14.85823, -2.91545, -0.77579], [13.36531, -3.68569, -1.21056], [15.76119, -2.88858, -3.08944], [14.21639, -3.79734, -3.60137], [14.78538, -5.37010, -1.97028]],
  "mulliken_charge": [-0.46, -0.28, -0.20, -0.80, 0.36, -1.33, -0.20, -0.01, -0.95, -0.02, 0.36, 0.27, 0.44, 0.07, 0.58, 0.23, 0.03, -0.27, 0.68, -0.01, 0.42, 0.29, 0.35, 0.27, -0.91, -0.40, -0.47, -1.08, -0.21, -1.20, 0.75, -0.48, -0.57, 0.36, 0.36, 0.30, 0.25, 0.47, 0.42, 0.49, 0.28, 0.40, 0.56, -0.31, 0.11, 0.25, 0.11, 0.40, -0.90, -0.03, -0.78, -0.77, 0.03, -0.07, -1.38, -0.44, -0.88, 0.39, 0.04, 0.39, 0.55, 0.39, 0.03, 0.57, 0.34, 0.47, -0.01, 0.63, 0.36, 0.34, 0.33, 0.27, -0.45, 0.70, -0.14, -0.72, 0.12, 0.26, 0.09, 0.15, -0.38, 0.82, -0.51, -0.73, 0.13, 0.26, 0.24, 0.18, -0.25, 0.41, -0.15, -0.79, 0.19, 0.27, -0.02, 0.33, -0.46, 0.00, -0.15, -0.61, 0.35, 0.33, -0.09, 0.06, 0.36, 0.32, -0.68, 0.16, -0.38, -0.36, 0.36, 0.50, -0.37, 0.21, 0.27, 0.43, -0.55, -0.57, 0.56, -0.58, 0.44, 0.37, 0.24, 0.38, -0.47, 0.34]
}


Which largest force on an atom belongs to each record? In order, 2.778 7.222 eV/A.
Which lowest unoccupied orbital energy belongs to each record? In order, 0.426 0.222 eV.
Which relative energy (zero: lowest compared OMol25 entry of this formula, charge and spin) belongs to each record? In order, 176.0 602.4 kJ/mol.